Entry 1:
14
Properties=species:S:1:pos:R:3 method="wB97M-V/def2-TZVPD" multiplicity=1 e_homo_ev=-9.41 e_tot_ha=-408.1144 gap_ev=9.2
C -1.148 -0.711 0.197
N 0.119 -0.792 -0.290
N 1.084 -1.625 0.188
N 1.418 -1.230 1.555
N 1.404 0.034 1.376
C 0.808 0.438 0.115
N 0.757 1.667 -0.137
N -0.304 2.284 -1.039
H -1.413 -0.660 1.267
H -1.597 -1.710 -0.318
H -1.858 0.014 -0.134
H 0.821 -2.593 0.200
H 0.132 3.233 -1.295
H -0.223 1.652 -1.684



Entry 2:
12
Properties=species:S:1:pos:R:3 method="wB97M-V/def2-TZVPD" multiplicity=2 total_charge=+2 e_homo_ev="-15.77 / -21.42" s2=0.752 e_tot_ha=-535.1033 gap_ev="6.0 / 11.7"
H -1.813 1.337 -2.395
O -1.125 0.736 -2.065
C -0.012 2.369 -0.964
C -1.486 0.120 -0.812
O -0.234 3.488 -1.067
O 0.505 1.421 -0.386
C -0.216 0.133 -0.002
Pb -0.370 -0.881 -4.017
H -1.914 -0.878 -0.932
H -2.244 0.721 -0.293
H 0.463 -0.669 -0.308
H -0.374 0.242 1.074



Entry 3:
69
Properties=species:S:1:pos:R:3 method="wB97M-V/def2-TZVPD" multiplicity=6 total_charge=-1 e_homo_ev="-5.16 / -5.50" s2=8.760 e_tot_ha=-5184.6926 gap_ev="7.7 / 7.2"
Ru 0.538 0.612 -0.104
N -0.418 2.116 -1.748
C -1.875 2.184 -1.588
C -2.442 0.885 -1.033
O -3.648 0.654 -1.163
N -1.557 0.136 -0.376
C -2.096 -0.929 0.440
C -0.961 -1.688 1.102
O -1.054 -2.855 1.427
O 0.125 -0.966 1.319
H -0.003 3.040 -1.768
H -0.160 1.649 -2.613
H -2.395 2.440 -2.513
H -2.095 2.943 -0.834
H -2.754 -1.613 -0.102
H -2.696 -0.498 1.256
N 1.630 2.352 4.511
C 1.337 2.906 3.128
C 1.449 4.421 3.203
P -0.370 2.333 2.707
O -0.317 0.855 3.337
O -1.307 3.175 3.480
O -0.415 2.259 1.198
P 2.698 2.141 2.123
O 3.076 3.229 1.008
O 3.818 2.042 3.103
O 2.121 0.911 1.481
H 1.278 2.977 5.233
H 2.665 2.230 4.546
H 1.155 1.442 4.584
H 0.734 4.813 3.929
H 1.197 4.845 2.233
H 2.465 4.734 3.454
H -0.115 0.132 2.686
H 2.759 2.982 0.130
S 2.381 0.995 -1.758
C 3.241 -0.507 -2.134
C 4.627 -0.478 -2.302
C 5.317 -1.622 -2.667
C 4.641 -2.818 -2.870
C 3.264 -2.860 -2.704
C 2.562 -1.715 -2.349
As 0.665 -1.693 -1.953
C -0.079 -0.847 -3.544
C -1.466 -0.737 -3.607
C -2.070 -0.065 -4.660
C -1.289 0.497 -5.662
C 0.093 0.380 -5.609
C 0.698 -0.287 -4.551
C 0.150 -3.533 -2.343
C -0.143 -4.391 -1.289
C -0.483 -5.714 -1.548
C -0.533 -6.181 -2.852
C -0.246 -5.324 -3.908
C 0.093 -4.003 -3.655
H 5.155 0.451 -2.132
H 6.393 -1.579 -2.785
H 5.182 -3.715 -3.144
H 2.733 -3.793 -2.850
H -2.088 -1.149 -2.820
H -3.148 0.034 -4.679
H -1.758 1.030 -6.481
H 0.707 0.816 -6.388
H 1.778 -0.361 -4.506
H -0.131 -4.027 -0.267
H -0.719 -6.374 -0.723
H -0.803 -7.211 -3.050
H -0.289 -5.683 -4.929
H 0.312 -3.337 -4.481



Entry 4:
15
Properties=species:S:1:pos:R:3 method="wB97M-V/def2-TZVPD" multiplicity=2 total_charge=+1 e_homo_ev="-13.26 / -13.26" s2=0.758 e_tot_ha=-229.4183 gap_ev="7.8 / 3.6"
C 1.518 1.945 4.103
C 0.278 2.687 3.555
H 1.364 0.871 4.039
H 1.617 2.223 5.154
H 2.419 2.253 3.583
H -0.533 2.417 4.232
H 0.394 3.771 3.577
H -0.029 2.311 2.581
N -0.749 -1.685 -3.797
C -1.038 -3.002 -4.186
N -1.498 -3.298 -5.294
H 0.224 -1.483 -4.043
H -1.345 -1.046 -4.326
H -0.878 -3.783 -3.427
H -1.743 -4.179 -5.752



Entry 5:
37
Properties=species:S:1:pos:R:3 method="wB97M-V/def2-TZVPD" multiplicity=1 total_charge=+1 e_homo_ev="-9.99 / -10.00" e_tot_ha=-13835.4033 gap_ev="5.7 / 5.8"
V 2.169 0.514 0.430
Se 4.193 0.960 -0.614
Se 5.792 -0.651 -0.323
Se 4.672 -2.506 0.635
Se 2.774 -1.604 1.522
N 3.785 4.068 0.043
N 2.476 4.493 -0.102
C 1.459 3.702 0.272
N 0.231 4.214 0.253
N 1.694 2.482 0.775
N 0.704 1.566 0.875
O 0.956 0.661 1.775
O -0.439 1.674 0.318
H 4.186 4.381 0.920
H 4.343 4.398 -0.731
H 2.288 5.475 -0.236
H 0.060 5.127 -0.133
H -0.521 3.533 0.275
C -2.300 -0.109 -1.830
N -1.680 -1.156 -1.041
C -0.375 -1.288 -0.782
Se 1.014 -0.245 -1.505
N -0.201 -2.353 0.004
C -1.423 -2.941 0.277
C -1.785 -4.042 1.041
C -3.131 -4.347 1.092
C -4.085 -3.583 0.407
C -3.726 -2.486 -0.351
C -2.374 -2.176 -0.400
H -1.539 0.608 -2.123
H -3.056 0.399 -1.234
H -2.764 -0.538 -2.717
H 0.704 -2.651 0.351
H -1.047 -4.627 1.573
H -3.462 -5.192 1.680
H -5.127 -3.860 0.481
H -4.465 -1.899 -0.879



Entry 6:
12
Properties=species:S:1:pos:R:3 method="wB97M-V/def2-TZVPD" multiplicity=1 e_homo_ev=-9.51 e_tot_ha=-306.4104 gap_ev=10.0
O -1.403 -1.258 0.458
C -0.300 -0.529 0.356
C -0.136 0.895 0.813
C 1.315 0.650 0.300
O 2.305 1.334 0.290
C 0.953 -0.714 -0.124
H -1.216 -2.160 0.162
H -1.378 0.381 -1.848
H -0.252 1.057 1.887
H -0.699 1.650 0.253
H -0.656 0.216 -1.915
H 1.467 -1.522 -0.632